1.
ORCA calculation (the ωB97M-V functional and the def2-TZVPD basis) on a 11-piece molecular cluster, C33H50O33 overall in a non-equilibrium geometry.

Each line ends with the Mulliken charge.
Geometry (Å):
C -17.88 6.13 -1.94  -0.83
O -16.85 6.10 -2.97  -0.38
C -15.53 5.78 -2.66  0.76
O -15.18 5.41 -1.57  -0.48
O -14.79 5.87 -3.75  -0.32
C -13.36 6.00 -3.53  -0.32
H -18.63 6.84 -2.29  0.32
H -17.63 6.40 -0.92  0.38
H -18.35 5.15 -1.86  0.29
H -12.91 5.19 -2.97  -0.15
H -13.13 6.91 -2.97  0.54
H -12.96 6.10 -4.54  0.22
C -15.86 -2.18 0.38  -0.72
O -15.33 -1.95 -0.93  -0.26
C -14.09 -2.26 -1.17  0.84
O -13.28 -2.80 -0.44  -0.64
O -13.88 -2.05 -2.45  -0.28
C -12.53 -2.27 -3.04  -0.79
H -16.22 -1.19 0.64  0.19
H -15.32 -2.68 1.19  0.34
H -16.77 -2.78 0.31  0.33
H -12.15 -3.17 -2.55  0.54
H -11.83 -1.46 -2.86  0.14
H -12.42 -2.62 -4.07  0.24
C -16.29 2.68 -0.82  -0.70
O -15.28 1.84 -0.44  0.12
C -15.10 1.56 0.85  0.48
O -15.73 1.96 1.82  -0.59
O -14.08 0.59 0.90  -0.02
C -13.66 0.02 2.12  -0.86
H -16.33 3.64 -0.31  0.42
H -17.21 2.11 -0.68  0.43
H -16.22 2.86 -1.89  -0.09
H -12.58 -0.05 2.14  0.27
H -14.14 -0.92 2.40  0.21
H -13.86 0.74 2.91  0.40
O -11.56 3.60 -7.10  -0.53
C -10.86 4.61 -6.82  0.70
O -11.31 5.87 -6.81  -0.32
C -10.21 6.78 -6.67  -0.39
C -9.05 5.81 -6.21  -0.32
O -9.49 4.64 -6.72  -0.24
H -10.03 7.23 -7.64  0.28
H -10.32 7.55 -5.90  0.29
H -8.90 5.95 -5.14  0.24
H -8.20 6.10 -6.82  0.37
O -21.69 6.31 -5.61  -0.66
C -20.64 5.69 -5.78  0.61
O -19.68 5.59 -4.83  -0.36
C -18.58 4.89 -5.33  0.47
C -19.08 4.37 -6.65  -0.05
O -20.33 5.09 -6.82  -0.35
H -17.69 5.53 -5.39  0.11
H -18.40 4.07 -4.64  0.01
H -19.19 3.30 -6.83  0.09
H -18.46 4.64 -7.50  0.12
O -11.04 3.57 -3.07  -0.06
C -9.85 3.18 -3.11  0.09
O -9.15 3.10 -4.30  -0.21
C -7.87 2.61 -4.03  -0.23
C -7.64 2.81 -2.53  -0.35
O -9.01 2.86 -2.11  -0.33
H -7.86 1.56 -4.30  -0.05
H -7.13 3.15 -4.62  0.36
H -7.07 3.73 -2.36  0.27
H -7.08 1.97 -2.12  0.33
O -9.89 3.90 1.63  -0.64
C -10.87 4.22 0.98  0.45
O -11.11 5.47 0.70  -0.37
C -12.03 5.56 -0.30  0.05
C -12.77 4.22 -0.26  1.34
O -11.89 3.47 0.54  -0.33
H -12.82 6.32 -0.27  0.32
H -11.62 5.65 -1.30  0.04
H -12.96 3.77 -1.24  -1.13
H -13.74 4.29 0.23  0.33
O -10.58 0.14 -4.19  0.01
C -9.76 -0.75 -4.44  0.32
O -10.03 -1.94 -5.14  -0.27
C -8.94 -2.83 -5.08  -0.44
C -7.90 -2.00 -4.37  -0.47
O -8.44 -0.71 -4.11  -0.30
H -9.07 -3.82 -4.63  0.29
H -8.49 -3.05 -6.04  0.29
H -7.18 -1.93 -5.18  0.29
H -7.54 -2.39 -3.42  0.33
O -14.68 -2.26 -5.52  -0.60
C -13.85 -1.71 -6.24  0.47
O -13.60 -2.09 -7.48  -0.43
C -12.50 -1.32 -8.01  -0.68
C -12.50 -0.11 -7.11  -0.24
O -13.15 -0.62 -5.97  0.50
H -11.61 -1.95 -7.95  0.26
H -12.67 -1.08 -9.06  0.32
H -13.13 0.68 -7.51  0.32
H -11.53 0.29 -6.82  0.17
O -16.90 2.19 -5.27  -0.68
C -15.67 2.11 -4.93  0.40
O -14.62 2.02 -5.75  -0.12
C -13.48 2.21 -5.02  1.26
C -13.88 1.78 -3.60  2.01
O -15.33 1.89 -3.67  -0.26
H -12.76 1.44 -5.28  -0.81
H -13.03 3.20 -5.06  -0.47
H -13.51 2.39 -2.77  -0.95
H -13.56 0.75 -3.49  -0.57
O -19.44 -0.39 -9.45  -0.56
C -18.41 0.20 -9.16  0.57
O -17.30 -0.37 -8.60  -0.37
C -16.24 0.58 -8.48  0.89
C -16.84 1.88 -8.98  0.10
O -18.13 1.58 -9.41  -0.37
H -15.92 0.64 -7.44  -0.53
H -15.42 0.23 -9.12  0.01
H -16.26 2.22 -9.84  0.30
H -16.77 2.65 -8.22  0.02

The frontier orbital gap comes out at 9.64 eV. For the molar mass, the calculation gives 974.7 g mol⁻¹. Its SMILES is COC(=O)OC.COC(=O)OC.COC(=O)OC.O=C1OCCO1.O=C1OCCO1.O=C1OCCO1.O=C1OCCO1.O=C1OCCO1.O=C1OCCO1.O=C1OCCO1.O=C1OCCO1.

2.
ORCA calculation (the ωB97M-V functional and the def2-TZVPD basis) on C10H28BiO4P2 as an isolated structure in a non-equilibrium geometry.

Each line ends with the natural charge from an NBO analysis.
Geometry (Å):
Bi -0.12 -0.04 -1.32  0.63
H -2.12 1.09 0.79  -0.01
H -2.40 1.52 0.25  0.02
P -0.80 1.92 -3.10  0.98
C 0.31 3.35 -3.27  -0.95
H 0.16 3.87 -4.22  0.26
H 0.11 4.06 -2.45  0.26
H 1.36 3.03 -3.21  0.26
C -0.47 0.82 -4.54  -0.95
H -1.14 -0.05 -4.49  0.26
H -0.64 1.34 -5.49  0.25
H 0.57 0.48 -4.51  0.26
C -2.53 2.46 -3.25  -0.95
H -2.75 3.17 -2.45  0.26
H -2.73 2.95 -4.21  0.26
H -3.19 1.59 -3.15  0.27
C 1.17 2.27 -0.03  0.51
O 1.80 2.85 0.74  -0.44
H -1.72 -0.81 -1.68  -0.15
H 1.47 -0.16 -2.16  -0.13
C -1.08 0.71 4.04  -0.65
C -0.11 1.23 2.99  -0.07
O 0.83 0.23 2.48  -0.89
P 0.31 -0.87 1.21  1.70
O -0.82 -1.56 2.21  -0.87
C -0.46 -2.75 2.99  -0.06
C 0.89 -2.69 3.66  -0.65
O 0.41 -2.55 0.31  -0.83
C 1.40 -2.93 -0.66  -0.07
C 2.75 -2.33 -0.37  -0.64
H -1.82 0.03 3.59  0.22
H -1.68 1.51 4.48  0.23
H -0.57 0.23 4.90  0.22
H -0.67 1.66 2.14  0.16
H 0.55 2.01 3.42  0.21
H -1.23 -2.84 3.79  0.21
H -0.55 -3.56 2.27  0.21
H 0.99 -1.80 4.29  0.23
H 1.06 -3.55 4.32  0.24
H 1.70 -2.70 2.91  0.20
H 1.46 -4.03 -0.64  0.20
H 1.05 -2.60 -1.67  0.15
H 3.00 -2.41 0.70  0.23
H 3.55 -2.83 -0.96  0.24
H 2.69 -1.28 -0.69  0.19

The frontier orbital gap (spin up / spin down) comes out at 6.27 / 6.27 eV. For the molar mass, the calculation gives 483.3 g mol⁻¹. As for the net charge: +1.

3.
ORCA calculation (the ωB97M-V functional and the def2-TZVPD basis) on C8H22NbO2Sn as an isolated structure in a non-equilibrium geometry.

Each line ends with the natural charge from an NBO analysis.
Geometry (Å):
C 3.60 1.55 1.26  -0.60
C 2.95 1.28 -0.11  -0.40
C 3.34 -0.11 -0.64  -0.39
C 2.39 -1.23 -0.15  -0.43
C 1.37 -1.63 -1.24  -0.78
Nb -0.63 -1.65 -0.13  1.56
O -2.57 -1.59 0.49  -0.77
C -2.91 -0.49 1.29  -0.11
C -3.00 0.68 0.38  0.09
C -4.27 0.71 -0.46  -0.53
O -2.96 1.85 1.18  -0.67
H 3.26 2.52 1.62  0.21
H 4.68 1.60 1.13  0.21
H 3.38 0.78 2.00  0.20
H 3.36 2.03 -0.79  0.20
H 1.87 1.42 -0.08  0.19
H 4.34 -0.38 -0.29  0.22
H 3.39 -0.07 -1.73  0.20
H 2.96 -2.12 0.12  0.23
H 1.85 -0.82 0.72  0.22
H 1.31 -0.83 -1.98  0.20
H 1.56 -2.58 -1.73  0.25
H -1.30 -1.50 -1.87  -0.31
H -0.39 0.16 0.05  -0.43
H 0.11 -1.81 1.52  -0.15
H -0.61 -3.49 -0.17  -0.29
H -2.23 -0.29 2.13  0.22
H -3.90 -0.67 1.74  0.22
H -2.13 0.74 -0.33  0.07
H -4.96 1.46 -0.07  0.28
H -3.86 1.09 -1.43  -0.01
H -4.75 -0.25 -0.65  0.27
H -3.03 2.62 0.62  0.47
Sn -2.26 1.02 -2.41  1.34

The frontier orbital gap comes out at 4.38 eV. For the molar mass, the calculation gives 361.9 g mol⁻¹. As for the net charge: +1.

4.
ORCA calculation (the ωB97M-V functional and the def2-TZVPD basis) on a 2-piece molecular cluster, C23H30F3O4 overall in a non-equilibrium geometry.

Each line ends with the natural charge from an NBO analysis.
Geometry (Å):
C 1.97 1.02 0.95  -0.71
C 1.14 -0.21 0.80  0.52
C -0.29 -0.17 0.80  -0.46
C -0.97 -1.50 0.75  -0.40
C -2.47 -1.35 0.47  -0.42
C -3.00 -0.18 1.27  -0.06
O -2.43 1.06 0.86  -0.54
C -1.05 1.06 0.76  0.74
O -0.45 2.12 0.60  -0.71
O 1.71 -1.28 0.66  -0.71
H 1.38 1.92 1.07  0.26
H 2.62 0.92 1.82  0.19
H 2.62 1.14 0.09  0.21
H -0.48 -2.12 -0.01  0.21
H -0.81 -2.01 1.70  0.18
H -2.62 -1.15 -0.60  0.20
H -3.01 -2.27 0.70  0.19
H -4.09 -0.08 1.20  0.17
H -2.75 -0.29 2.33  0.16
C -3.13 1.80 7.93  -0.61
C -1.62 1.88 8.18  -0.09
C -1.06 3.14 7.50  -0.61
C -1.34 1.95 9.69  -0.61
C -0.97 0.61 7.62  0.01
C -0.04 0.66 6.64  -0.21
C 0.59 -0.52 6.13  0.02
C 1.54 -0.43 5.18  -0.19
C 2.23 -1.65 4.66  0.95
F 3.18 -1.27 3.78  -0.30
F 2.79 -2.30 5.70  -0.33
F 1.31 -2.44 4.06  -0.31
C 0.19 -1.79 6.67  -0.18
C -0.74 -1.91 7.64  -0.07
C -1.17 -3.27 8.20  -0.07
C -0.89 -3.29 9.72  -0.61
C -0.41 -4.43 7.53  -0.61
C -2.68 -3.45 7.95  -0.61
C -1.37 -0.69 8.17  0.49
O -2.21 -0.76 9.04  -0.59
H -3.56 0.94 8.43  0.23
H -3.64 2.70 8.30  0.20
H -3.34 1.71 6.86  0.21
H 0.02 3.22 7.66  0.20
H -1.24 3.13 6.43  0.22
H -1.52 4.05 7.90  0.21
H -0.27 1.96 9.88  0.20
H -1.77 2.85 10.13  0.20
H -1.76 1.09 10.20  0.24
H 0.25 1.61 6.22  0.22
H 1.83 0.53 4.79  0.23
H 0.67 -2.66 6.27  0.23
H -1.46 -2.51 10.22  0.24
H -1.18 -4.25 10.16  0.20
H 0.16 -3.12 9.92  0.20
H -0.59 -4.46 6.46  0.21
H 0.67 -4.34 7.69  0.21
H -0.72 -5.40 7.94  0.21
H -2.90 -3.40 6.89  0.21
H -3.03 -4.41 8.33  0.20
H -3.24 -2.67 8.46  0.24

The frontier orbital gap comes out at 4.19 eV. For the molar mass, the calculation gives 427.5 g mol⁻¹. As for the net charge: -1.